# 1
Molecular formula: C27H52O11P2
Method: DFT, ωB97M-V/def2-TZVPD

Calculated values
- frontier orbital gap (hartree) = 0.2757
- lowest unoccupied orbital energy (eV) = -1.3
- highest occupied orbital energy (eV) = -8.793

XYZ file:
```
92
C27H52O11P2 (ωB97M-V/def2-TZVPD)
C -7.638 -3.673 9.825
C -6.824 -3.938 8.670
C -7.287 -4.851 7.422
C -6.097 -4.946 6.357
C -5.939 -4.291 5.088
C -6.971 -3.303 4.384
C -6.392 -2.678 2.996
C -7.550 -2.053 2.077
C -7.726 -0.461 2.185
C -6.362 0.382 2.175
C -5.433 0.160 0.881
C -3.876 0.044 1.343
C -3.056 1.424 1.164
C -4.509 -4.845 4.630
O -3.628 -4.300 3.920
O -4.415 -6.165 5.221
C -4.836 -5.901 6.587
O -4.304 -6.307 7.639
H -7.183 -3.902 10.850
H -8.716 -3.298 9.681
H -5.782 -3.460 8.628
H -7.503 -5.898 7.862
H -8.256 -4.468 6.941
H -7.411 -2.508 5.081
H -7.867 -3.963 4.050
H -5.975 -3.591 2.417
H -5.499 -1.997 3.190
H -8.544 -2.512 2.457
H -7.468 -2.422 0.982
H -8.357 -0.081 1.290
H -8.323 -0.178 3.121
H -5.757 0.134 3.128
H -6.643 1.495 2.259
H -5.485 1.143 0.270
H -5.758 -0.695 0.198
H -3.752 -0.317 2.423
H -3.358 -0.725 0.646
H -3.376 2.032 0.248
H -3.147 2.098 2.086
H -1.937 1.158 1.066
C 3.326 -0.911 -2.961
C 2.833 -0.067 -4.117
O 1.412 0.024 -4.150
P 0.620 1.108 -3.158
O 1.439 2.330 -3.589
O -0.668 1.451 -4.157
C -0.748 2.738 -4.774
C 0.117 2.841 -6.028
O -0.318 -0.205 -2.601
C 0.159 -1.372 -1.971
C 0.817 -1.134 -0.624
H 3.008 -0.479 -2.011
H 4.419 -0.971 -2.946
H 2.937 -1.931 -3.021
H 3.294 0.922 -4.078
H 3.149 -0.527 -5.060
H -0.494 3.519 -4.057
H -1.796 2.909 -5.045
H 1.114 2.413 -5.917
H 0.206 3.878 -6.350
H -0.352 2.273 -6.838
H 0.789 -1.935 -2.659
H -0.717 -2.007 -1.802
H 1.384 -0.202 -0.591
H 1.479 -1.971 -0.382
H 0.065 -1.077 0.168
C 10.228 4.124 -3.982
C 8.728 4.250 -4.155
O 8.037 3.088 -3.713
P 7.724 2.865 -2.088
O 7.077 4.235 -1.856
O 6.286 2.036 -2.218
C 5.070 2.685 -1.835
C 4.522 3.594 -2.932
O 8.478 1.339 -2.210
C 9.805 1.086 -2.611
C 10.861 1.650 -1.678
H 10.479 3.979 -2.932
H 10.748 5.025 -4.323
H 10.622 3.277 -4.550
H 8.368 5.145 -3.643
H 8.498 4.379 -5.218
H 5.208 3.233 -0.904
H 4.333 1.902 -1.617
H 5.276 4.217 -3.414
H 3.727 4.230 -2.544
H 4.102 2.979 -3.734
H 9.946 1.391 -3.647
H 9.920 -0.004 -2.618
H 10.574 2.611 -1.249
H 11.809 1.759 -2.213
H 11.040 0.969 -0.841
```

Formally, the Löwdin partial charges of the atoms, in units of the elementary charge, are as follows: C -0.034; C -0.155; C -0.121; C -0.053; C -0.013; C -0.124; C -0.190; C -0.208; C -0.218; C -0.229; C -0.195; C -0.253; C -0.137; C -0.282; O 0.100; O 0.048; C -0.283; O 0.116; H 0.065; H 0.065; H 0.111; H 0.132; H 0.118; H 0.127; H 0.130; H 0.121; H 0.099; H 0.106; H 0.113; H 0.116; H 0.106; H 0.096; H 0.112; H 0.105; H 0.105; H 0.095; H 0.101; H 0.072; H 0.072; H 0.065; C -0.077; C -0.285; O -0.228; P 0.736; O -0.258; O -0.224; C -0.294; C -0.074; O -0.209; C -0.295; C -0.078; H 0.050; H 0.086; H 0.076; H 0.085; H 0.123; H 0.100; H 0.116; H 0.066; H 0.076; H 0.076; H 0.098; H 0.126; H 0.062; H 0.086; H 0.071; C -0.082; C -0.296; O -0.230; P 0.727; O -0.257; O -0.227; C -0.286; C -0.071; O -0.209; C -0.297; C -0.083; H 0.054; H 0.083; H 0.076; H 0.104; H 0.121; H 0.101; H 0.105; H 0.068; H 0.081; H 0.053; H 0.099; H 0.126; H 0.063; H 0.085; H 0.077


# 2
Molecular formula: C27H54BBrFNO11P2S
Method: DFT, ωB97M-V/def2-TZVPD

Calculated values
- frontier orbital gap (hartree) = 0.1675
- lowest unoccupied orbital energy (eV) = -2.8
- highest occupied orbital energy (eV) = -7.374

XYZ file:
```
99
C27H54BBrFNO11P2S (ωB97M-V/def2-TZVPD)
C 6.107 3.426 0.116
C 5.904 2.017 0.793
C 4.664 1.190 0.295
C 4.635 0.737 -1.215
Br 6.532 0.610 -1.878
O 4.149 -0.574 -1.483
C 2.752 -0.818 -1.245
C 1.966 -0.612 -2.581
F 0.982 0.418 -2.372
C 1.260 -1.777 -3.311
C 1.916 -2.114 -4.729
C 2.650 -2.192 -0.485
C 3.351 -2.197 0.969
C 2.471 -1.668 2.132
O 2.349 -0.244 2.220
C 2.616 0.229 3.543
C 4.146 0.274 3.895
O 1.456 -2.925 -0.364
C 0.149 -2.429 -0.257
S -0.194 -0.733 0.339
C -0.667 -3.535 0.590
C -1.492 -2.996 1.801
C -2.924 -2.397 1.456
C -3.288 -2.404 -0.061
N -4.435 -1.490 -0.346
C -5.133 -0.647 0.503
C -6.087 0.001 -0.363
C -5.947 -0.482 -1.745
C -4.872 -1.439 -1.643
B 3.701 -3.176 -1.310
O 5.030 -3.395 -0.864
O 3.335 -3.881 -2.453
C 4.439 -4.255 -3.291
C 5.248 -3.063 -3.919
P 3.942 2.196 -2.203
O 4.013 2.012 -3.870
O 2.504 2.810 -1.606
H 6.614 4.123 0.838
H 5.079 3.859 -0.018
H 6.615 3.391 -0.870
H 5.678 2.261 1.871
H 6.854 1.421 0.855
H 3.775 1.873 0.427
H 4.509 0.368 1.028
H 2.392 -0.020 -0.534
H 2.681 -0.148 -3.317
H 1.146 -2.748 -2.789
H 0.217 -1.445 -3.570
H 1.384 -1.461 -5.477
H 2.988 -1.828 -4.791
H 1.700 -3.161 -5.047
H 3.505 -3.293 1.173
H 4.369 -1.752 0.961
H 2.944 -2.017 3.094
H 1.458 -2.163 2.122
H 2.093 -0.420 4.302
H 2.211 1.258 3.686
H 4.761 0.868 3.185
H 4.325 0.597 4.953
H 4.515 -0.791 3.851
H -0.354 -2.495 -1.266
H -0.789 -0.031 -0.689
H 0.094 -4.245 1.018
H -1.286 -4.178 -0.090
H -1.724 -3.905 2.431
H -0.913 -2.343 2.505
H -2.871 -1.314 1.760
H -3.720 -2.839 2.106
H -2.473 -2.080 -0.742
H -3.655 -3.440 -0.302
H -4.957 -0.532 1.583
H -6.809 0.772 -0.021
H -6.492 -0.190 -2.658
H -4.493 -2.020 -2.501
H 5.474 -2.547 -0.697
H 5.138 -4.994 -2.818
H 3.989 -4.821 -4.154
H 6.297 -3.079 -3.526
H 4.842 -2.049 -3.698
H 5.288 -3.172 -5.030
H 4.886 1.667 -4.127
H 2.038 3.319 -2.293
C -6.344 3.201 3.218
O -7.763 3.100 3.221
P -8.629 4.133 2.177
O -7.737 3.805 0.996
O -8.099 5.448 3.011
C -8.535 5.589 4.369
O -9.655 5.137 1.266
C -9.082 5.919 0.228
H -5.984 2.829 4.179
H -5.933 2.577 2.425
H -6.006 4.230 3.094
H -7.678 5.460 5.031
H -9.298 4.855 4.630
H -8.945 6.589 4.507
H -8.906 5.308 -0.657
H -8.153 6.390 0.553
H -9.802 6.696 -0.032
```

Formally, the Löwdin partial charges of the atoms, in units of the elementary charge, are as follows: C -0.151; C -0.302; C -0.229; C -0.822; Br 0.769; O -0.236; C -0.182; C -0.203; F -0.089; C -0.156; C -0.078; C -0.253; C -0.050; C -0.206; O -0.207; C -0.255; C -0.068; O -0.110; C -0.597; S 0.880; C -0.173; C -0.242; C -0.194; C -0.149; N -0.153; C -0.084; C -0.102; C -0.077; C -0.126; B -0.500; O 0.123; O 0.058; C -0.216; C -0.072; P 0.877; O -0.301; O -0.269; H 0.073; H 0.060; H 0.038; H 0.093; H 0.089; H 0.117; H 0.087; H 0.134; H 0.135; H 0.095; H 0.123; H 0.079; H 0.053; H 0.082; H 0.139; H 0.117; H 0.120; H 0.109; H 0.124; H 0.121; H 0.046; H 0.084; H 0.075; H 0.098; H -0.076; H 0.119; H 0.117; H 0.109; H 0.091; H 0.090; H 0.117; H 0.095; H 0.136; H 0.106; H 0.081; H 0.084; H 0.115; H 0.102; H 0.125; H 0.121; H 0.082; H 0.059; H 0.079; H 0.035; H 0.069; C -0.128; O -0.319; P 0.760; O -0.254; O -0.278; C -0.108; O -0.311; C -0.137; H 0.090; H 0.079; H 0.087; H 0.089; H 0.081; H 0.088; H 0.082; H 0.087; H 0.090